Record 1
Entry from the OMol25 dataset: a molecular structure, C42H47N7OPSeZr at a distorted geometry (ωB97M-V/def2-TZVPD).

Each line ends with the Mulliken charge.
Cartesian coordinates (Å):
Zr (1.83, -0.44, 0.23)  -0.15
O (3.26, 3.28, -1.24)  -0.65
C (2.76, 2.19, -1.09)  -0.20
N (2.78, 1.42, 0.04)  0.97
C (3.49, 2.01, 1.17)  -1.29
C (3.91, 0.91, 2.11)  0.54
C (4.82, 1.11, 3.13)  -1.00
C (5.18, 0.05, 3.93)  -0.63
C (4.62, -1.21, 3.70)  -1.02
C (3.72, -1.34, 2.67)  -0.26
N (3.36, -0.30, 1.89)  1.33
C (2.05, 1.47, -2.22)  0.38
C (2.02, 2.00, -3.50)  -0.77
C (1.37, 1.29, -4.49)  -0.52
C (0.77, 0.08, -4.17)  -0.77
C (0.84, -0.38, -2.88)  -0.46
N (1.48, 0.29, -1.91)  0.37
H (2.85, 2.71, 1.71)  -0.04
H (4.36, 2.58, 0.83)  0.91
H (5.25, 2.10, 3.28)  0.62
H (5.90, 0.19, 4.73)  0.47
H (4.89, -2.07, 4.30)  0.53
H (3.27, -2.30, 2.45)  0.43
H (2.51, 2.95, -3.67)  0.59
H (1.34, 1.67, -5.51)  0.49
H (0.25, -0.51, -4.92)  0.54
H (0.37, -1.32, -2.59)  0.38
N (1.59, -3.77, -1.00)  0.46
P (0.43, -2.92, -0.09)  1.16
C (0.17, -3.93, 1.37)  0.68
C (-0.34, -5.22, 1.23)  -0.81
C (-0.46, -6.04, 2.34)  -0.80
C (-0.07, -5.57, 3.59)  -0.65
C (0.43, -4.29, 3.74)  -0.79
C (0.55, -3.46, 2.63)  -0.03
C (-1.08, -3.13, -1.06)  0.54
C (-1.06, -3.49, -2.41)  -0.62
C (-2.25, -3.65, -3.10)  -0.86
C (-3.46, -3.44, -2.45)  -0.61
C (-3.48, -3.07, -1.11)  -0.73
C (-2.30, -2.91, -0.41)  -0.54
C (2.88, -3.32, -1.12)  0.29
C (3.85, -4.14, -1.70)  -1.14
C (5.13, -3.67, -1.86)  -0.42
C (5.45, -2.38, -1.44)  -1.11
C (4.45, -1.63, -0.87)  -0.21
N (3.17, -2.08, -0.69)  0.84
H (1.44, -4.74, -1.24)  0.37
H (-0.67, -5.58, 0.26)  0.39
H (-0.86, -7.04, 2.23)  0.44
H (-0.16, -6.22, 4.46)  0.43
H (0.71, -3.92, 4.72)  0.50
H (0.89, -2.44, 2.76)  0.15
H (-0.12, -3.66, -2.92)  0.47
H (-2.24, -3.95, -4.14)  0.47
H (-4.39, -3.57, -2.99)  0.45
H (-4.43, -2.91, -0.61)  0.50
H (-2.32, -2.65, 0.64)  0.41
H (3.58, -5.14, -2.02)  0.51
H (5.89, -4.30, -2.31)  0.46
H (6.44, -1.97, -1.55)  0.51
H (4.65, -0.63, -0.52)  0.30
N (-7.91, 3.96, -2.81)  -0.18
C (-7.51, 3.14, -1.61)  -0.58
C (-5.99, 2.92, -1.63)  -0.67
N (-5.53, 2.36, -2.87)  -0.24
C (-5.95, 3.11, -4.04)  -0.73
C (-7.45, 3.34, -4.11)  -0.52
H (-7.50, 4.90, -2.73)  0.38
H (-8.92, 4.09, -2.83)  0.35
H (-8.05, 2.20, -1.70)  0.36
H (-7.84, 3.67, -0.72)  0.38
H (-5.73, 2.29, -0.78)  0.36
H (-5.49, 3.88, -1.47)  0.34
H (-5.77, 1.38, -2.95)  0.30
H (-5.63, 2.61, -4.94)  0.38
H (-5.44, 4.08, -4.02)  0.34
H (-7.99, 2.40, -4.21)  0.34
H (-7.74, 4.00, -4.92)  0.38
C (1.63, 5.26, 4.00)  -1.71
C (1.19, 3.98, 3.36)  0.57
C (1.54, 2.74, 3.89)  -1.08
C (1.12, 1.54, 3.32)  0.97
C (1.49, 0.24, 3.97)  -1.27
C (0.33, 1.61, 2.17)  0.73
Se (-0.38, -0.04, 1.43)  0.01
C (-0.04, 2.84, 1.59)  1.16
C (-0.92, 2.92, 0.37)  -1.80
C (0.40, 4.00, 2.21)  -0.83
H (2.36, 5.08, 4.79)  0.39
H (0.78, 5.78, 4.45)  0.37
H (2.07, 5.94, 3.27)  0.39
H (2.14, 2.71, 4.79)  0.37
H (2.06, 0.42, 4.88)  0.42
H (2.10, -0.38, 3.31)  -0.37
H (0.60, -0.33, 4.24)  0.51
H (-0.48, 2.40, -0.48)  0.13
H (-1.09, 3.96, 0.09)  0.40
H (-1.89, 2.45, 0.57)  0.42
H (0.12, 4.96, 1.78)  0.42

## Properties
Energy   -132694.02309 eV
LUMO level   -7.58 eV
E_HOMO   -14.5 eV
2S+1   1
Charge   +3
F_max   1.54 eV/Å

=====

Record 2
Entry from the OMol25 dataset: 6 unconnected molecules or ions with the total composition C42H48BO3 (ωB97M-V/def2-TZVPD).

Each line ends with the Mulliken charge.
Cartesian coordinates (Å):
C (4.14, 2.34, 4.34)  -0.72
C (2.98, 1.54, 4.96)  -0.34
O (2.61, 0.42, 4.22)  -0.86
B (1.66, 0.68, 3.15)  1.63
O (2.22, 1.37, 1.93)  -0.56
C (2.06, 0.50, 0.84)  -0.95
C (0.89, -0.39, 1.24)  0.42
C (-0.53, 0.07, 0.91)  -1.19
C (-0.91, 1.51, 1.18)  1.46
C (-0.47, 2.50, 0.30)  -0.25
C (-0.76, 3.84, 0.48)  -0.98
C (-1.52, 4.22, 1.57)  -0.69
C (-1.97, 3.26, 2.45)  -1.27
C (-1.68, 1.91, 2.28)  1.41
C (-2.19, 0.96, 3.34)  -1.97
O (1.12, -0.60, 2.60)  -0.80
H (4.24, 2.12, 3.28)  0.22
H (5.08, 2.17, 4.87)  0.32
H (3.94, 3.41, 4.41)  0.04
H (2.12, 2.22, 5.11)  0.20
H (3.28, 1.19, 5.96)  0.31
H (0.72, 1.40, 3.59)  -0.51
H (2.95, -0.14, 0.72)  0.30
H (1.94, 1.08, -0.08)  0.24
H (1.04, -1.35, 0.70)  0.37
H (-0.75, -0.15, -0.14)  0.30
H (-1.18, -0.59, 1.49)  0.05
H (0.13, 2.20, -0.56)  0.31
H (-0.37, 4.57, -0.22)  0.43
H (-1.75, 5.27, 1.74)  0.45
H (-2.56, 3.57, 3.30)  0.49
H (-3.28, 0.93, 3.32)  0.44
H (-1.82, -0.06, 3.22)  0.31
H (-1.87, 1.30, 4.32)  0.39
C (-3.01, -4.34, -1.32)  -0.25
C (-3.82, -4.89, -0.34)  -0.54
C (-3.50, -4.74, 1.00)  -0.35
C (-2.35, -4.03, 1.36)  -0.58
C (-1.54, -3.49, 0.38)  -0.25
C (-1.86, -3.64, -0.96)  -0.33
H (-3.26, -4.46, -2.36)  0.35
H (-4.72, -5.43, -0.62)  0.37
H (-4.13, -5.16, 1.77)  0.36
H (-2.10, -3.91, 2.41)  0.44
H (-0.65, -2.94, 0.67)  0.31
H (-1.22, -3.21, -1.72)  0.43
C (-6.37, 4.34, -1.14)  -0.34
C (-6.90, 4.97, -0.02)  -0.40
C (-6.32, 4.78, 1.23)  -0.48
C (-5.21, 3.96, 1.36)  -0.26
C (-4.67, 3.33, 0.24)  0.04
C (-5.26, 3.52, -1.00)  -0.61
H (-6.82, 4.49, -2.11)  0.35
H (-7.77, 5.62, -0.12)  0.35
H (-6.74, 5.27, 2.10)  0.37
H (-4.75, 3.82, 2.33)  0.26
H (-3.80, 2.70, 0.35)  0.38
H (-4.84, 3.02, -1.87)  0.38
C (-1.69, -6.29, -7.20)  -0.34
C (-1.34, -7.39, -6.43)  -0.36
C (-1.15, -7.24, -5.06)  -0.57
C (-1.31, -5.99, -4.47)  -0.25
C (-1.66, -4.90, -5.25)  -0.16
C (-1.84, -5.05, -6.61)  -0.61
H (-1.84, -6.41, -8.27)  0.37
H (-1.22, -8.36, -6.89)  0.39
H (-0.87, -8.09, -4.45)  0.37
H (-1.16, -5.87, -3.40)  0.40
H (-1.78, -3.92, -4.79)  0.37
H (-2.11, -4.19, -7.22)  0.38
C (3.84, -6.28, -6.75)  -0.35
C (4.24, -6.19, -5.43)  -0.36
C (3.42, -5.55, -4.50)  -0.47
C (2.21, -5.01, -4.90)  -0.43
C (1.81, -5.10, -6.22)  -0.23
C (2.62, -5.74, -7.15)  -0.53
H (4.47, -6.77, -7.48)  0.36
H (5.18, -6.61, -5.12)  0.36
H (3.74, -5.47, -3.47)  0.38
H (1.57, -4.52, -4.18)  0.47
H (0.86, -4.69, -6.53)  0.45
H (2.31, -5.81, -8.19)  0.36
C (5.10, 7.08, 3.46)  -0.45
C (4.16, 6.71, 4.41)  -0.35
C (4.37, 7.01, 5.75)  -0.42
C (5.53, 7.68, 6.13)  -0.32
C (6.47, 8.05, 5.18)  -0.37
C (6.26, 7.75, 3.84)  -0.32
H (4.94, 6.84, 2.41)  0.36
H (3.26, 6.19, 4.10)  0.46
H (3.64, 6.72, 6.49)  0.36
H (5.69, 7.91, 7.18)  0.34
H (7.37, 8.57, 5.49)  0.34
H (7.00, 8.03, 3.10)  0.35

## Properties
Energy   -51154.99854 eV
LUMO level   2.17 eV
E_HOMO   -4.5 eV
2S+1   1
Charge   -1
F_max   0.83 eV/Å

=====

Calculated orbital gap, 6.9, 6.7 eV (same order as the records).